Density functional theory data (ωB97M-V/def2-TZVPD) for C59H78GeN4P4Pd as an isolated structure at a distorted geometry.

Last column: Löwdin charge in e.
Atoms and positions in Å:
Pd 0.63 0.19 0.03  0.1444
C 3.02 -4.88 -1.20  -0.1005
C 2.91 -3.59 -0.38  -0.5453
C 2.84 -3.93 1.11  -0.1264
P 1.49 -2.43 -0.81  1.0643
C 0.10 -3.62 -0.44  -0.3347
N -1.18 -3.10 -0.73  -0.0616
Ge -1.71 -0.95 -0.06  1.0667
N -1.79 -1.69 1.74  -0.1996
C -0.73 -1.41 2.66  -0.4351
P 0.15 0.21 2.48  1.0281
C -1.26 1.42 2.79  -0.5354
C -2.51 0.83 3.44  -0.0935
C -0.80 2.65 3.57  -0.1191
C 1.03 0.09 4.17  -0.5050
C 2.07 1.17 4.44  -0.1189
C 1.67 -1.28 4.39  -0.1119
C -2.44 -2.87 1.98  -0.2371
C -2.30 -3.66 3.13  -0.0166
C -2.92 -4.88 3.24  -0.0792
C -3.67 -5.40 2.20  -0.0774
C -3.83 -4.64 1.05  -0.0214
C -3.28 -3.37 0.97  -0.1863
N -3.54 -2.52 -0.15  -0.0486
C -3.39 -3.20 -1.37  -0.1540
C -4.39 -3.52 -2.27  0.0174
C -4.11 -4.39 -3.30  -0.0366
C -2.84 -4.96 -3.42  -0.0582
C -1.82 -4.62 -2.57  0.0100
C -2.06 -3.67 -1.55  -0.2476
C -4.76 -1.80 0.04  -0.1785
C -5.97 -2.41 0.28  -0.0243
C -7.13 -1.66 0.37  -0.0814
C -7.06 -0.28 0.20  -0.0780
C -5.84 0.34 0.02  -0.0144
C -4.65 -0.40 -0.03  -0.2361
N -3.41 0.13 -0.11  -0.1867
C -3.35 1.53 -0.37  -0.3592
P -1.52 2.18 -0.65  0.9362
C -1.41 1.62 -2.46  -0.4999
C -2.38 2.19 -3.48  -0.1015
C 0.00 1.80 -3.00  -0.1500
C -2.09 4.01 -0.61  -0.4611
C -3.38 4.44 -1.30  -0.0983
C -2.21 4.43 0.86  -0.1198
C 1.44 -2.52 -2.68  -0.5320
C 2.76 -2.13 -3.32  -0.0997
C 0.35 -1.55 -3.13  -0.1378
H 3.91 -5.42 -0.87  0.0893
H 3.13 -4.70 -2.26  0.0635
H 2.17 -5.53 -1.04  0.0710
H 3.81 -3.00 -0.58  0.0778
H 2.18 -4.78 1.27  0.0800
H 2.47 -3.09 1.69  0.0371
H 3.83 -4.21 1.48  0.0899
H 0.14 -3.79 0.64  0.0986
H 0.29 -4.58 -0.96  0.0850
H 0.05 -2.18 2.57  0.0788
H -1.10 -1.41 3.69  0.0817
H -1.53 1.73 1.77  0.0249
H -2.31 0.45 4.44  0.0810
H -2.94 0.03 2.83  0.0579
H -3.26 1.61 3.54  0.0860
H -0.55 2.41 4.60  0.0784
H -1.60 3.38 3.60  0.0809
H 0.07 3.11 3.09  0.0499
H 0.21 0.22 4.89  0.1077
H 2.97 1.02 3.84  0.0631
H 2.36 1.11 5.49  0.0899
H 1.70 2.17 4.25  0.0464
H 2.19 -1.63 3.50  0.0484
H 0.94 -2.04 4.69  0.0732
H 2.40 -1.21 5.19  0.0863
H -1.69 -3.32 3.96  0.0966
H -2.81 -5.45 4.15  0.1072
H -4.12 -6.38 2.27  0.1034
H -4.39 -5.03 0.22  0.1212
H -5.39 -3.13 -2.14  0.1222
H -4.89 -4.67 -3.99  0.1147
H -2.66 -5.69 -4.20  0.1120
H -0.84 -5.05 -2.70  0.1078
H -6.02 -3.48 0.39  0.1109
H -8.08 -2.14 0.55  0.1025
H -7.96 0.31 0.23  0.1071
H -5.82 1.42 -0.08  0.0973
H -3.69 2.09 0.51  0.0806
H -3.97 1.79 -1.23  0.0723
H -1.63 0.54 -2.36  0.0537
H -2.14 3.23 -3.70  0.0770
H -3.42 2.11 -3.18  0.0653
H -2.26 1.63 -4.41  0.0853
H 0.19 2.86 -3.17  0.0802
H 0.12 1.28 -3.95  0.0840
H 0.75 1.42 -2.28  0.0195
H -1.26 4.55 -1.06  0.1035
H -4.25 3.99 -0.85  0.0711
H -3.39 4.24 -2.36  0.0505
H -3.47 5.52 -1.17  0.0885
H -3.16 4.08 1.28  0.0794
H -2.19 5.51 0.95  0.0943
H -1.41 4.01 1.45  0.0148
H 1.18 -3.54 -2.96  0.0992
H 2.98 -1.08 -3.13  0.0507
H 2.70 -2.26 -4.40  0.0941
H 3.60 -2.72 -2.96  0.0610
H 0.39 -0.66 -2.49  0.0027
H -0.64 -1.99 -3.04  0.0607
H 0.50 -1.25 -4.16  0.0892
C 0.28 2.62 -0.26  -0.1634
C 1.05 3.79 -0.42  -0.3350
C 1.92 4.02 -1.51  -0.0595
C 2.59 5.20 -1.67  -0.0676
C 2.45 6.23 -0.75  -0.0654
C 1.65 6.02 0.37  -0.0737
C 1.00 4.82 0.55  -0.0748
H 2.06 3.25 -2.25  0.0658
H 3.23 5.33 -2.53  0.1105
H 2.96 7.17 -0.88  0.1069
H 1.55 6.79 1.12  0.1129
H 0.44 4.66 1.45  0.0911
C 3.73 -0.35 1.27  -0.2379
P 3.04 0.69 -0.08  0.9598
C 3.67 2.29 0.54  -0.3576
C 2.99 2.85 1.61  -0.1433
C 3.45 3.99 2.22  -0.0785
C 4.60 4.61 1.74  -0.0701
C 5.28 4.06 0.67  -0.0666
C 4.83 2.90 0.06  -0.0710
C 4.19 0.34 -1.44  -0.3940
C 4.04 1.08 -2.62  -0.1220
C 4.88 0.88 -3.69  -0.0657
C 5.89 -0.07 -3.61  -0.0653
C 6.04 -0.81 -2.45  -0.0684
C 5.20 -0.60 -1.37  -0.0989
H 4.76 -0.07 1.49  0.0704
H 3.66 -1.39 0.99  -0.0003
H 3.11 -0.17 2.16  -0.0030
H 2.07 2.36 1.93  0.0594
H 2.93 4.42 3.06  0.1135
H 4.96 5.51 2.21  0.1094
H 6.18 4.53 0.30  0.1086
H 5.37 2.48 -0.77  0.1032
H 3.25 1.81 -2.68  0.0822
H 4.75 1.46 -4.59  0.1115
H 6.56 -0.22 -4.44  0.1090
H 6.82 -1.56 -2.38  0.1108
H 5.36 -1.18 -0.47  0.0914

Values from the calculation:
Spin multiplicity ... 6
⟨S²⟩ ... 8.840
Highest occupied orbital energy (spin up / spin down) ... -7.75 / -9.31 eV
M ... 1146.2 g/mol
Total charge ... +1
E_LUMO (spin up / spin down) ... -1.7 / -4.2 eV